7
Properties=species:S:1:pos:R:3:forces:R:3 method="wB97M-V/def2-TZVPD" smiles="C=P#[PH2]" multiplicity=1 total_charge=0 homo_ha=-0.332 e_lumo_ev=0.1 de_lowest_ev=0.000 orbital_gap_ev=9.1658
C -0.7651 0.4620 -1.2269 0.19 0.00 0.70
P -0.5302 0.7320 0.4008 -0.53 0.39 -0.57
P 1.0022 -0.7559 0.8196 0.33 -0.44 -0.49
H -1.4921 1.0466 -1.7662 -0.17 0.14 -0.10
H -0.2317 -0.2815 -1.7970 0.10 -0.13 -0.13
H 0.3013 -1.2939 1.9006 -0.22 -0.24 0.34
H 1.7155 0.0908 1.6692 0.29 0.27 0.26

30
Properties=species:S:1:pos:R:3:forces:R:3 method="wB97M-V/def2-TZVPD" multiplicity=1 total_charge=0 homo_ha=-0.314 e_lumo_ev=0.1 de_lowest_ev=12.275 orbital_gap_ev=8.6956
C 0.3028 1.0429 4.9007 -7.28 3.67 1.30
H 1.2755 0.8828 4.8557 4.34 -0.75 -0.67
H 0.0469 1.6015 5.9245 0.79 -0.82 -2.15
H -0.3260 0.1609 5.0091 0.40 -0.31 -0.44
C -0.4214 2.0291 3.6047 13.63 -6.80 -2.63
C -0.0771 1.0600 2.3173 -2.02 -1.55 1.15
C 1.2098 1.1507 1.5298 -17.31 -9.56 -2.87
C 1.0643 0.3203 0.4849 6.54 0.24 -4.23
C 0.0975 -0.5926 0.0514 3.54 2.08 1.47
C -0.9702 -0.6205 0.8873 -1.56 -5.82 -7.54
C -1.1685 -0.1004 1.9810 1.65 9.64 8.98
H -2.1629 -0.0703 2.4839 1.17 -0.12 -0.18
H -1.8130 -1.1649 0.5540 -0.85 -1.25 -0.64
C 0.4633 -1.4667 -1.0638 -7.14 1.88 1.94
O 1.4286 -1.4319 -1.6317 10.13 0.38 -3.50
C -0.6283 -2.1025 -1.7730 -4.29 3.31 2.58
H -0.9242 -2.8203 -1.1256 -1.58 -2.92 1.82
H -1.5169 -1.3863 -1.8154 1.10 -0.60 0.49
S -0.4675 -2.7241 -3.2627 1.83 -1.10 -5.43
C 0.0412 -1.1924 -4.0763 -2.83 1.19 1.44
N -0.4473 0.0676 -3.5830 3.24 -5.86 -0.99
C 0.2044 0.7805 -4.5230 -6.56 10.34 9.33
N 0.6422 0.2762 -5.4801 5.68 -1.71 -10.74
N 0.6873 -1.0277 -5.3007 -1.72 2.74 8.68
H 0.6093 -1.6983 -5.9007 0.11 -4.39 -5.20
H -0.0310 1.9991 -4.2241 1.37 -3.26 -1.89
H 2.1363 0.5568 -0.1137 -2.98 -1.76 0.49
H 1.7125 1.6571 2.0011 10.93 9.68 6.95
H 0.3335 2.7490 3.4632 -0.32 1.99 0.33
H -1.3007 2.0643 3.8251 -10.01 1.44 2.15

15
Properties=species:S:1:pos:R:3:forces:R:3 method="wB97M-V/def2-TZVPD" smiles=C[C@H]([NH3+])CS multiplicity=1 total_charge=+1 homo_ha=-0.496 e_lumo_ev=-3.6 de_lowest_ev=1.131 orbital_gap_ev=9.9157
C 0.6753 -1.1267 1.1027 -0.03 -2.80 -1.77
C 0.1574 -0.4529 -0.1659 -1.08 -0.37 -1.31
C -1.2348 0.1935 0.0053 0.38 0.62 0.71
S -1.8921 0.7318 -1.6076 2.06 -2.65 -1.17
N 1.1780 0.6217 -0.6161 -3.07 2.78 2.80
H 1.7343 -1.3368 0.8120 -0.61 -0.21 1.37
H 0.1176 -2.0987 1.4388 1.06 1.30 -1.63
H 0.4708 -0.6203 1.9941 0.49 1.79 1.15
H 0.1313 -1.0694 -1.1123 0.00 -0.05 1.40
H -1.9093 -0.5223 0.5436 0.67 0.58 -0.59
H -1.1353 1.1284 0.6257 -0.13 -1.03 -0.29
H -2.5898 1.6198 -1.1052 -2.09 2.67 1.23
H 0.7776 1.4009 -1.1638 -0.33 -0.78 -0.52
H 1.4858 1.1450 0.2038 -0.25 0.01 0.71
H 2.0331 0.3859 -0.9551 2.94 -1.86 -2.07

61
Properties=species:S:1:pos:R:3:forces:R:3 method="wB97M-V/def2-TZVPD" multiplicity=2 total_charge=+4 homo_ha="-0.707 / -0.692" e_lumo_ev="-14.9 / -14.8" s2=1.7731 de_lowest_ev=0.000 orbital_gap_ev="4.3487 / 4.0098"
In 34.8035 -21.1044 3.8366 -0.49 0.44 -0.63
C 30.4831 -23.3017 3.8591 1.22 0.17 0.13
S 30.7680 -21.8879 5.0278 -1.10 -0.64 -1.21
O 31.9891 -21.0957 4.5868 -0.13 -0.19 -0.12
C 29.3167 -20.9478 4.5029 0.02 0.13 0.39
H 31.3429 -23.9573 3.9967 -0.07 -0.10 0.06
H 30.5290 -22.9278 2.8363 -0.11 0.26 0.09
H 29.5715 -23.8789 4.0137 -0.09 0.40 0.44
H 29.3727 -20.0246 5.0799 -0.28 0.13 -0.30
H 28.3972 -21.4866 4.7312 0.16 -0.16 0.52
H 29.2834 -20.8297 3.4199 0.50 0.27 0.02
C 37.7824 -25.3449 3.7166 0.75 0.09 0.26
S 38.0154 -23.9599 4.9044 -1.54 -1.92 0.06
O 36.7866 -23.1203 4.6953 0.97 -0.09 0.55
C 37.8654 -24.9297 6.4744 0.19 1.29 0.77
H 36.7227 -25.5999 3.7042 0.00 0.31 0.04
H 38.3292 -26.1472 4.2120 0.18 -0.13 -0.29
H 38.2001 -25.1074 2.7383 -0.03 -0.02 0.22
H 38.7254 -25.5723 6.6629 0.09 -0.13 -0.66
H 36.8988 -25.4317 6.5175 0.06 -0.07 -0.45
H 37.9093 -24.1942 7.2776 -0.14 0.21 0.00
C 31.1743 -21.3987 -0.1368 0.14 0.71 0.47
S 32.7829 -22.2910 0.1917 -1.40 -0.42 -0.24
O 33.1303 -22.1181 1.6668 -0.18 -0.41 -0.57
C 32.1006 -24.0426 0.0444 -0.05 1.45 0.60
H 30.4908 -21.4496 0.7108 0.18 -0.80 0.19
H 30.6695 -21.7435 -1.0393 0.36 -0.40 -0.03
H 31.2964 -20.3196 -0.2296 0.77 -0.09 -0.30
H 32.7145 -24.5862 0.7625 -0.11 -0.26 -0.30
H 32.0713 -24.4204 -0.9776 0.39 0.12 0.05
H 31.0754 -23.9334 0.3982 0.06 -0.32 0.12
C 35.2588 -19.5161 -1.4305 -0.38 1.19 0.87
S 34.7535 -19.0551 0.3001 0.68 0.27 -0.92
O 35.3288 -20.1665 1.1611 -0.05 0.40 0.17
C 35.8787 -17.5766 0.5059 -0.16 -0.80 0.16
H 35.1548 -18.5966 -2.0066 0.23 0.05 -0.09
H 34.5739 -20.2259 -1.8943 0.19 -0.28 0.40
H 36.3055 -19.8085 -1.3471 -0.16 -0.12 -0.29
H 36.8893 -17.9635 0.3750 0.03 0.09 0.13
H 35.7254 -17.2075 1.5200 0.14 -0.29 0.08
H 35.7251 -16.7218 -0.1527 -0.38 -0.37 -0.38
C 30.8001 -18.0858 1.6134 0.07 0.27 0.46
S 31.9211 -18.0193 3.0734 0.97 -0.22 -1.95
O 32.8646 -19.2302 2.8581 -0.76 0.49 0.33
C 32.9612 -16.5586 2.5649 0.18 -0.33 0.58
H 30.0870 -17.2670 1.7094 0.10 0.16 0.00
H 30.2235 -19.0099 1.5747 0.26 -0.04 0.34
H 31.4196 -17.9655 0.7247 -0.02 0.00 0.10
H 32.4035 -15.6764 2.8792 0.14 0.04 -0.06
H 33.2822 -16.5278 1.5236 -0.92 -0.35 -0.27
H 33.9195 -16.6476 3.0765 -0.34 0.03 0.72
C 36.8176 -22.4292 -0.4345 -0.16 0.29 0.21
S 36.5462 -23.7308 0.7874 -1.29 0.24 -0.68
O 35.5902 -23.1486 1.8549 0.61 -0.72 -1.12
C 35.7004 -24.9735 -0.3013 0.21 0.14 0.56
H 37.4173 -22.7296 -1.2937 0.13 -0.49 0.25
H 37.2973 -21.6010 0.0871 -0.16 -0.04 -0.01
H 35.8172 -22.1645 -0.7770 0.12 0.17 0.11
H 36.4756 -25.3290 -0.9801 0.18 -0.05 0.11
H 34.8964 -24.5563 -0.9076 0.06 0.35 0.27
H 35.3350 -25.7943 0.3158 0.12 0.06 0.02

What did the third record say?
15
Properties=species:S:1:pos:R:3:forces:R:3 method="wB97M-V/def2-TZVPD" smiles=C[C@H]([NH3+])CS multiplicity=1 total_charge=+1 homo_ha=-0.496 e_lumo_ev=-3.6 de_lowest_ev=1.131 orbital_gap_ev=9.9157
C 0.6753 -1.1267 1.1027 -0.03 -2.80 -1.77
C 0.1574 -0.4529 -0.1659 -1.08 -0.37 -1.31
C -1.2348 0.1935 0.0053 0.38 0.62 0.71
S -1.8921 0.7318 -1.6076 2.06 -2.65 -1.17
N 1.1780 0.6217 -0.6161 -3.07 2.78 2.80
H 1.7343 -1.3368 0.8120 -0.61 -0.21 1.37
H 0.1176 -2.0987 1.4388 1.06 1.30 -1.63
H 0.4708 -0.6203 1.9941 0.49 1.79 1.15
H 0.1313 -1.0694 -1.1123 0.00 -0.05 1.40
H -1.9093 -0.5223 0.5436 0.67 0.58 -0.59
H -1.1353 1.1284 0.6257 -0.13 -1.03 -0.29
H -2.5898 1.6198 -1.1052 -2.09 2.67 1.23
H 0.7776 1.4009 -1.1638 -0.33 -0.78 -0.52
H 1.4858 1.1450 0.2038 -0.25 0.01 0.71
H 2.0331 0.3859 -0.9551 2.94 -1.86 -2.07